Molecular formula: C5H10O
Method: DFT, the ωB97M-V functional and the def2-TZVPD basis

Structure (ORCA input):
```
! RIJCOSX wB97M-V def2-TZVPD def2/J DEFGRID3
* xyz 0 1
O -0.553 -1.204 1.188
C 1.252 -0.540 -0.917
C -0.873 -0.208 0.309
C -1.848 -0.292 -0.597
C 2.062 0.161 -0.129
C -0.379 1.126 0.736
H -0.972 1.353 1.627
H 0.823 -0.118 -1.819
H -2.604 -1.059 -0.506
H -0.577 1.876 -0.036
H -1.972 0.484 -1.344
H 0.694 1.114 0.943
H -0.913 -2.038 0.856
H 2.448 -0.237 0.806
H 1.036 -1.582 -0.722
H 2.374 1.166 -0.395
*
```

Results
**E**: -7392.1402 eV
**SMILES**: C=C(C)O.C=C

Charges per atom according to natural (NBO) partitioning, unit e: -0.693, -0.389, 0.360, -0.552, -0.425, -0.657, 0.226, 0.199, 0.198, 0.221, 0.210, 0.227, 0.479, 0.203, 0.197, 0.196

***

Molecular formula: C28H28AsCl2MnNO6S3
Method: DFT, the ωB97M-V functional and the def2-TZVPD basis

Structure (ORCA input):
```
! RIJCOSX wB97M-V def2-TZVPD def2/J DEFGRID3
* xyz 0 6
As 3.384 0.015 0.435
Mn 0.041 -1.061 -0.440
Cl -0.929 -7.457 2.872
Cl -2.964 -4.617 -1.225
S -0.419 0.954 2.179
S 1.661 0.784 -0.540
S 0.785 1.857 -7.260
O 2.089 1.265 -7.484
O 1.535 -2.122 0.591
O 0.811 3.230 -6.775
O -0.196 1.601 -8.297
O -0.712 -2.849 -0.702
O -0.928 -0.253 1.432
N -1.366 -0.514 -2.159
C -3.744 1.041 4.518
C -1.661 4.435 -0.478
C -1.809 -5.926 0.818
C 1.284 -3.119 1.309
C -0.960 2.363 1.194
C -0.860 -0.002 -3.426
C -1.565 1.167 3.552
C -2.006 2.189 0.303
C 0.131 1.000 -5.794
C -0.845 -6.077 1.828
C -1.046 1.667 4.736
C -1.891 1.866 5.817
C -0.614 4.594 0.419
C 0.152 -5.163 1.984
C 4.589 1.540 0.377
C 4.461 -1.351 -0.429
C -3.238 1.555 5.705
C -1.222 1.113 -5.521
C -2.358 3.236 -0.534
C 0.245 -4.048 1.118
C -1.765 -4.827 0.000
C 3.325 -0.308 2.354
C -1.722 0.604 -4.331
C -0.255 3.552 1.260
C 0.490 -0.123 -3.717
C -0.740 -3.850 0.091
C 0.992 0.376 -4.911
C -2.906 0.842 3.433
H -2.579 -6.672 0.683
H -2.524 1.240 0.265
H -2.178 0.030 -1.893
H 2.512 -0.973 2.627
H -4.795 0.800 4.432
H 4.134 2.367 0.919
H 4.717 1.836 -0.663
H 0.012 1.892 4.809
H 5.077 -1.832 0.331
H 5.557 1.301 0.816
H -1.858 1.597 -6.249
H 3.189 0.654 2.843
H 4.279 -0.738 2.657
H -0.063 5.525 0.449
H 1.142 -0.601 -2.994
H 0.899 -5.294 2.757
H -3.166 3.111 -1.243
H 3.827 -2.088 -0.911
H -1.498 2.261 6.744
H 5.096 -0.867 -1.168
H -1.925 5.244 -1.145
H 2.040 0.301 -5.169
H -3.897 1.701 6.551
H -3.278 0.422 2.507
H -1.699 -1.468 -2.294
H -2.781 0.679 -4.100
H 1.928 -3.262 2.186
H 0.577 3.652 1.948
*
```

Results
**<S²>**: 8.755
**E**: -192975.7886 eV

Charges per atom according to natural (NBO) partitioning, unit e: 1.467, 1.519, 0.014, 0.025, 1.272, -0.665, 2.420, -1.018, -0.732, -1.015, -1.012, -0.819, -1.053, -0.936, -0.194, -0.176, -0.193, 0.436, -0.276, 0.169, -0.165, -0.170, -0.290, -0.093, -0.239, -0.191, -0.193, -0.149, -0.965, -0.945, -0.189, -0.165, -0.207, -0.294, -0.026, -0.947, -0.275, -0.195, -0.271, 0.385, -0.178, -0.220, 0.247, 0.216, 0.380, 0.244, 0.226, 0.244, 0.259, 0.221, 0.242, 0.235, 0.245, 0.246, 0.242, 0.227, 0.186, 0.228, 0.227, 0.259, 0.223, 0.256, 0.231, 0.245, 0.224, 0.235, 0.398, 0.199, 0.142, 0.219

***

Molecular formula: C5H6N3OS
Method: DFT, the ωB97M-V functional and the def2-TZVPD basis

Structure (ORCA input):
```
! RIJCOSX wB97M-V def2-TZVPD def2/J DEFGRID3
* xyz 1 1
S 1.532 -0.790 0.469
O 3.428 1.843 0.363
N -1.146 1.268 -0.085
N -2.142 0.864 0.451
N 1.100 2.044 0.055
C 0.084 1.222 -0.237
C 1.869 -2.281 0.002
C -3.423 0.653 -0.119
C 2.174 -3.539 -0.244
C 2.333 1.803 0.226
H 3.228 -3.798 0.116
H 1.413 -4.114 -0.813
H 1.025 2.934 0.654
H -3.690 1.617 -0.655
H -3.625 -0.282 -0.814
H -4.160 0.555 0.632
*
```

Results
**E**: -22620.4083 eV

Charges per atom according to natural (NBO) partitioning, unit e: 0.032, -0.254, 0.010, -0.104, -0.621, 0.214, -0.012, -0.479, -0.530, 0.990, 0.295, 0.284, 0.463, 0.219, 0.253, 0.238

***

Molecular formula: C4H7N2OS
Method: DFT, the ωB97M-V functional and the def2-TZVPD basis

Structure (ORCA input):
```
! RIJCOSX wB97M-V def2-TZVPD def2/J DEFGRID3
* xyz 1 1
S 1.184 1.276 -1.305
O 0.369 -1.593 -2.101
N 1.162 1.090 0.517
N -0.648 -0.102 -0.051
C 0.174 0.303 0.951
C -0.454 -0.685 -2.544
C -0.069 -0.057 2.346
C -0.226 0.284 -1.348
H 1.819 1.521 1.058
H -1.583 -0.402 0.161
H -0.456 0.770 3.109
H 0.868 -0.383 2.929
H 0.096 -0.273 -3.483
H -1.501 -0.728 -2.659
H -0.735 -1.020 2.421
*
```

Results
**E**: -20113.6765 eV

Charges per atom according to natural (NBO) partitioning, unit e: 0.709, -0.570, -0.602, -0.515, 0.545, -0.056, -0.753, 0.078, 0.442, 0.460, 0.314, 0.301, 0.185, 0.176, 0.286

***

Molecular formula: C24H33F6N3O6P
Method: DFT, the ωB97M-V functional and the def2-TZVPD basis

Structure (ORCA input):
```
! RIJCOSX wB97M-V def2-TZVPD def2/J DEFGRID3
* xyz -1 1
P -0.097 0.118 -0.197
F -0.305 1.839 -0.099
F -0.288 0.247 -1.825
F -1.754 -0.138 -0.113
F 0.189 -1.487 -0.242
F 1.512 0.432 -0.304
F 0.165 0.071 1.382
O 1.855 4.164 -2.997
O -1.008 4.243 2.976
O -1.607 2.470 1.981
O 3.202 4.098 -1.228
O -0.571 -4.467 -3.097
O 0.393 -6.464 -2.518
N 1.351 1.567 1.420
N -1.755 -1.710 1.166
N 1.158 -0.959 -2.023
C -2.288 0.927 3.595
C -1.081 -1.670 2.375
C -0.501 -3.178 -1.224
C -2.928 -2.367 1.367
C 0.559 2.284 -2.577
C 0.612 3.558 -3.363
C -2.911 -2.858 2.666
C 1.370 2.593 -1.319
C -0.702 -3.051 -2.729
C 2.291 3.616 -1.846
C 0.428 -4.414 -1.097
C -1.715 1.074 2.185
C 2.042 2.923 2.919
C 0.729 2.729 1.268
C -1.332 3.076 3.061
C 2.141 -1.887 -2.008
C -1.648 2.158 4.245
C -1.793 -2.369 3.287
C 2.178 1.689 2.504
C 1.232 3.692 2.079
C 0.866 -0.728 -3.300
C 0.060 -5.299 -2.289
C 2.400 -2.409 -3.308
C 1.574 -1.575 -4.135
H 0.888 3.078 -0.471
H 1.037 1.429 -3.056
H -0.712 2.089 4.800
H 0.855 -0.361 -1.267
H -1.461 -1.334 0.276
H -1.693 -2.642 -2.921
H -3.721 -2.292 0.638
H -2.407 0.605 1.485
H 0.439 3.397 -4.427
H -2.136 0.012 4.168
H 2.470 3.234 3.861
H 1.629 -1.676 -5.209
H 1.187 4.771 2.058
H 0.111 -2.387 -0.790
H 0.082 -2.461 -3.204
H 0.321 -5.057 -0.224
H -0.017 2.889 0.504
H -3.372 0.995 3.507
H 2.787 0.836 2.763
H 0.213 0.051 -3.665
H 1.467 -4.128 -1.258
H -0.439 1.916 -2.338
H 1.252 0.784 0.790
H -2.357 2.736 4.837
H 2.440 -2.178 -1.012
H -0.779 0.562 1.964
H 3.185 -3.108 -3.552
H 1.921 1.716 -0.977
H -0.263 -0.975 2.492
H -3.604 -3.600 3.034
H -1.447 -3.357 -0.714
H -0.150 4.290 -3.096
H -1.747 -2.371 4.366
*
```

Results
**E**: -67751.1111 eV

Charges per atom according to Mulliken partitioning, unit e: 1.150, -0.439, -0.650, -0.537, -0.488, -0.647, -0.173, -0.431, -0.711, -0.321, -0.646, -0.446, -0.691, 0.464, 1.238, -0.092, -0.539, -1.439, 0.357, -0.493, -0.921, -0.712, -0.964, 1.416, 0.562, 0.501, -0.663, 0.825, -1.164, -0.175, 0.584, -0.759, -0.639, -1.046, -0.599, -1.081, -0.502, 0.499, -0.794, -1.277, -0.844, 0.439, 0.313, 1.342, 0.053, 0.353, 0.481, 0.597, 0.390, 0.126, 0.352, 0.378, 0.493, 0.015, -0.179, 0.377, 0.515, 0.378, 0.501, 0.369, 0.193, 0.619, 0.238, 0.340, 0.787, -0.629, 0.481, -0.022, 1.334, 0.420, 0.503, 0.249, 0.482

***

Molecular formula: C21H47N8O5P3
Method: DFT, the ωB97M-V functional and the def2-TZVPD basis

Structure (ORCA input):
```
! RIJCOSX wB97M-V def2-TZVPD def2/J DEFGRID3
* xyz 0 1
P -2.118 -0.977 -0.844
P 5.236 -0.709 0.311
P -3.244 3.864 1.014
O 4.980 0.333 1.383
O 0.645 -1.686 -1.591
O -1.966 -6.024 -1.971
O -3.374 2.540 0.286
O -4.744 -1.708 -3.088
N 5.459 -1.604 -1.193
N -4.135 -3.324 -4.619
N -3.057 5.556 1.476
N 6.923 -0.912 0.670
N -1.490 -0.634 0.576
N 4.320 -1.987 1.024
N -2.164 3.323 2.249
N -4.868 3.884 1.629
C -5.872 3.209 0.813
C -2.213 -3.710 -1.591
C -0.053 -2.574 -1.980
C -4.158 6.477 1.117
C 2.902 -1.687 1.242
C -1.521 -4.933 -2.151
C -1.496 -2.590 -1.520
C -1.838 6.129 0.849
C -3.641 -3.820 -1.111
C -0.234 -4.799 -2.925
C -5.164 3.683 3.033
C -4.676 -3.930 -2.245
C 4.465 -3.408 0.785
C 0.455 -3.677 -2.859
C 7.609 0.257 1.213
C -1.948 3.928 3.549
C 7.439 -2.114 1.293
C 6.626 -1.238 -2.026
C -0.895 2.769 1.768
C -4.524 -2.852 -3.320
C 4.272 -1.433 -2.071
H -0.949 5.558 1.121
H 6.680 -0.161 -2.207
H -0.147 3.555 1.593
H 3.928 -3.969 1.554
H 4.066 -3.725 -0.189
H 7.284 1.168 0.712
H 3.357 -1.752 -1.569
H 2.747 -0.644 1.512
H 5.495 -3.747 0.851
H -0.484 2.060 2.488
H -3.553 -2.633 -5.082
H 7.427 0.376 2.288
H -4.963 -3.517 -5.176
H -2.269 -0.527 1.226
H 1.392 -3.535 -3.394
H -5.708 3.402 -0.247
H -1.024 2.223 0.835
H 8.688 0.172 1.055
H -1.911 6.136 -0.242
H 0.141 -5.599 -3.559
H 8.513 -2.028 1.469
H 4.139 -0.391 -2.374
H -3.704 -4.760 -0.539
H 7.337 -2.975 0.627
H 4.366 -2.048 -2.967
H -4.781 4.509 3.637
H 6.570 -1.747 -2.992
H -6.872 3.580 1.054
H 6.955 -2.330 2.254
H -2.872 4.147 4.075
H 7.559 -1.563 -1.577
H -1.406 3.232 4.194
H -4.771 2.732 3.412
H -4.712 -4.916 -2.721
H -5.862 2.123 0.967
H -5.666 -3.774 -1.788
H -1.358 4.854 3.501
H -1.671 7.149 1.195
H -6.243 3.694 3.206
H -3.527 -0.992 -0.747
H -1.709 0.039 -1.742
H 2.301 -1.884 0.346
H -3.876 -3.032 -0.394
H -5.042 6.303 1.723
H -4.435 6.394 0.063
H 2.498 -2.286 2.062
H -3.862 7.510 1.315
*
```

Results
**E**: -72558.9780 eV
**SMILES**: N=[PH2]C1=C(CCC(N)=O)C(=O)C=CC1=O.CN(C)P(=O)(N(C)C)N(C)C.CN(C)P(=O)(N(C)C)N(C)C

Charges per atom according to Mulliken partitioning, unit e: 0.142, 0.933, 0.855, -0.818, -0.515, -0.549, -0.690, -0.513, -0.003, -0.518, -0.035, 0.223, -0.624, 0.068, 0.099, 0.206, -1.079, 0.051, 0.398, -0.983, -1.271, 0.470, 0.818, -1.116, -1.161, -0.528, -1.112, -0.568, -0.715, -0.630, -1.072, -0.762, -1.127, -0.990, -1.139, 0.399, -1.066, 0.267, 0.358, 0.288, 0.399, 0.197, 0.335, 0.148, 0.318, 0.147, 0.416, 0.267, 0.320, 0.262, 0.178, 0.434, 0.331, 0.212, 0.328, 0.383, 0.432, 0.421, 0.369, 0.363, 0.279, 0.448, 0.289, 0.381, 0.334, 0.305, 0.177, 0.284, 0.367, 0.286, 0.353, 0.302, 0.410, 0.264, 0.412, 0.415, 0.138, 0.067, 0.426, 0.437, 0.276, 0.339, 0.374, 0.387

***

Question: The lowest E belongs to which entry?
Answer: C28H28AsCl2MnNO6S3

***

Question: E of number 2 (C28H28AsCl2MnNO6S3)?
Answer: -192975.7886 eV

***

What did the fifth record say?
Molecular formula: C24H33F6N3O6P
Method: DFT, the ωB97M-V functional and the def2-TZVPD basis

Structure (ORCA input):
```
! RIJCOSX wB97M-V def2-TZVPD def2/J DEFGRID3
* xyz -1 1
P -0.097 0.118 -0.197
F -0.305 1.839 -0.099
F -0.288 0.247 -1.825
F -1.754 -0.138 -0.113
F 0.189 -1.487 -0.242
F 1.512 0.432 -0.304
F 0.165 0.071 1.382
O 1.855 4.164 -2.997
O -1.008 4.243 2.976
O -1.607 2.470 1.981
O 3.202 4.098 -1.228
O -0.571 -4.467 -3.097
O 0.393 -6.464 -2.518
N 1.351 1.567 1.420
N -1.755 -1.710 1.166
N 1.158 -0.959 -2.023
C -2.288 0.927 3.595
C -1.081 -1.670 2.375
C -0.501 -3.178 -1.224
C -2.928 -2.367 1.367
C 0.559 2.284 -2.577
C 0.612 3.558 -3.363
C -2.911 -2.858 2.666
C 1.370 2.593 -1.319
C -0.702 -3.051 -2.729
C 2.291 3.616 -1.846
C 0.428 -4.414 -1.097
C -1.715 1.074 2.185
C 2.042 2.923 2.919
C 0.729 2.729 1.268
C -1.332 3.076 3.061
C 2.141 -1.887 -2.008
C -1.648 2.158 4.245
C -1.793 -2.369 3.287
C 2.178 1.689 2.504
C 1.232 3.692 2.079
C 0.866 -0.728 -3.300
C 0.060 -5.299 -2.289
C 2.400 -2.409 -3.308
C 1.574 -1.575 -4.135
H 0.888 3.078 -0.471
H 1.037 1.429 -3.056
H -0.712 2.089 4.800
H 0.855 -0.361 -1.267
H -1.461 -1.334 0.276
H -1.693 -2.642 -2.921
H -3.721 -2.292 0.638
H -2.407 0.605 1.485
H 0.439 3.397 -4.427
H -2.136 0.012 4.168
H 2.470 3.234 3.861
H 1.629 -1.676 -5.209
H 1.187 4.771 2.058
H 0.111 -2.387 -0.790
H 0.082 -2.461 -3.204
H 0.321 -5.057 -0.224
H -0.017 2.889 0.504
H -3.372 0.995 3.507
H 2.787 0.836 2.763
H 0.213 0.051 -3.665
H 1.467 -4.128 -1.258
H -0.439 1.916 -2.338
H 1.252 0.784 0.790
H -2.357 2.736 4.837
H 2.440 -2.178 -1.012
H -0.779 0.562 1.964
H 3.185 -3.108 -3.552
H 1.921 1.716 -0.977
H -0.263 -0.975 2.492
H -3.604 -3.600 3.034
H -1.447 -3.357 -0.714
H -0.150 4.290 -3.096
H -1.747 -2.371 4.366
*
```

Results
**E**: -67751.1111 eV

Charges per atom according to Mulliken partitioning, unit e: 1.150, -0.439, -0.650, -0.537, -0.488, -0.647, -0.173, -0.431, -0.711, -0.321, -0.646, -0.446, -0.691, 0.464, 1.238, -0.092, -0.539, -1.439, 0.357, -0.493, -0.921, -0.712, -0.964, 1.416, 0.562, 0.501, -0.663, 0.825, -1.164, -0.175, 0.584, -0.759, -0.639, -1.046, -0.599, -1.081, -0.502, 0.499, -0.794, -1.277, -0.844, 0.439, 0.313, 1.342, 0.053, 0.353, 0.481, 0.597, 0.390, 0.126, 0.352, 0.378, 0.493, 0.015, -0.179, 0.377, 0.515, 0.378, 0.501, 0.369, 0.193, 0.619, 0.238, 0.340, 0.787, -0.629, 0.481, -0.022, 1.334, 0.420, 0.503, 0.249, 0.482

***

What did the second record say?
Molecular formula: C28H28AsCl2MnNO6S3
Method: DFT, the ωB97M-V functional and the def2-TZVPD basis

Structure (ORCA input):
```
! RIJCOSX wB97M-V def2-TZVPD def2/J DEFGRID3
* xyz 0 6
As 3.384 0.015 0.435
Mn 0.041 -1.061 -0.440
Cl -0.929 -7.457 2.872
Cl -2.964 -4.617 -1.225
S -0.419 0.954 2.179
S 1.661 0.784 -0.540
S 0.785 1.857 -7.260
O 2.089 1.265 -7.484
O 1.535 -2.122 0.591
O 0.811 3.230 -6.775
O -0.196 1.601 -8.297
O -0.712 -2.849 -0.702
O -0.928 -0.253 1.432
N -1.366 -0.514 -2.159
C -3.744 1.041 4.518
C -1.661 4.435 -0.478
C -1.809 -5.926 0.818
C 1.284 -3.119 1.309
C -0.960 2.363 1.194
C -0.860 -0.002 -3.426
C -1.565 1.167 3.552
C -2.006 2.189 0.303
C 0.131 1.000 -5.794
C -0.845 -6.077 1.828
C -1.046 1.667 4.736
C -1.891 1.866 5.817
C -0.614 4.594 0.419
C 0.152 -5.163 1.984
C 4.589 1.540 0.377
C 4.461 -1.351 -0.429
C -3.238 1.555 5.705
C -1.222 1.113 -5.521
C -2.358 3.236 -0.534
C 0.245 -4.048 1.118
C -1.765 -4.827 0.000
C 3.325 -0.308 2.354
C -1.722 0.604 -4.331
C -0.255 3.552 1.260
C 0.490 -0.123 -3.717
C -0.740 -3.850 0.091
C 0.992 0.376 -4.911
C -2.906 0.842 3.433
H -2.579 -6.672 0.683
H -2.524 1.240 0.265
H -2.178 0.030 -1.893
H 2.512 -0.973 2.627
H -4.795 0.800 4.432
H 4.134 2.367 0.919
H 4.717 1.836 -0.663
H 0.012 1.892 4.809
H 5.077 -1.832 0.331
H 5.557 1.301 0.816
H -1.858 1.597 -6.249
H 3.189 0.654 2.843
H 4.279 -0.738 2.657
H -0.063 5.525 0.449
H 1.142 -0.601 -2.994
H 0.899 -5.294 2.757
H -3.166 3.111 -1.243
H 3.827 -2.088 -0.911
H -1.498 2.261 6.744
H 5.096 -0.867 -1.168
H -1.925 5.244 -1.145
H 2.040 0.301 -5.169
H -3.897 1.701 6.551
H -3.278 0.422 2.507
H -1.699 -1.468 -2.294
H -2.781 0.679 -4.100
H 1.928 -3.262 2.186
H 0.577 3.652 1.948
*
```

Results
**<S²>**: 8.755
**E**: -192975.7886 eV

Charges per atom according to natural (NBO) partitioning, unit e: 1.467, 1.519, 0.014, 0.025, 1.272, -0.665, 2.420, -1.018, -0.732, -1.015, -1.012, -0.819, -1.053, -0.936, -0.194, -0.176, -0.193, 0.436, -0.276, 0.169, -0.165, -0.170, -0.290, -0.093, -0.239, -0.191, -0.193, -0.149, -0.965, -0.945, -0.189, -0.165, -0.207, -0.294, -0.026, -0.947, -0.275, -0.195, -0.271, 0.385, -0.178, -0.220, 0.247, 0.216, 0.380, 0.244, 0.226, 0.244, 0.259, 0.221, 0.242, 0.235, 0.245, 0.246, 0.242, 0.227, 0.186, 0.228, 0.227, 0.259, 0.223, 0.256, 0.231, 0.245, 0.224, 0.235, 0.398, 0.199, 0.142, 0.219